The following is a DFT calculation (the ωB97M-V functional and the def2-TZVPD basis) of 11 unconnected molecules or ions with the total composition C4H29NO13 in a non-equilibrium geometry.

Results
Kohn-Sham gap ... 9.8 eV
Multiplicity ... 1
Relative energy (zero: lowest compared OMol25 entry of this formula, charge and spin) ... 4.802 eV
F_max ... 3.86 eV/A
Structure (SMILES) ... O=CNC(CO)CO.O.O.O.O.O.O.O.O.O.O
Energy ... -32725.0597 eV

Bonds (Å) are listed after each position.
Cartesian coordinates (Å):
1 O 2.774 1.117 2.209  C2 1.243
2 C 1.535 1.220 2.182  O1 1.243, N3 1.348, H9 1.107
3 N 0.943 0.671 1.101  C2 1.348, C4 1.420, H10 1.012
4 C -0.440 0.532 0.812  N3 1.420, C5 1.580, C7 1.595, H11 1.138
5 C -0.912 -0.914 1.241  C4 1.580, O6 1.445, H12 1.101, H13 1.113
6 O -1.161 -1.679 0.040  C5 1.445, H14 0.967
7 C -1.469 1.534 1.505  C4 1.595, O8 1.455, H15 1.070, H16 1.086
8 O -1.867 2.462 0.457  C7 1.455, H17 0.965
9 H 1.027 1.791 2.982  C2 1.107
10 H 1.585 0.394 0.370  N3 1.012
11 H -0.587 0.659 -0.309  C4 1.138
12 H -0.093 -1.484 1.706  C5 1.101
13 H -1.809 -1.147 1.857  C5 1.113
14 H -0.387 -1.647 -0.537  O6 0.967
15 H -2.311 0.993 1.886  C7 1.070
16 H -0.955 2.247 2.143  C7 1.086
17 H -2.580 1.994 0.004  O8 0.965
18 O -2.636 -1.638 -2.784  H19 0.959, H20 0.971
19 H -1.740 -1.405 -3.033  O18 0.959
20 H -2.674 -1.701 -1.816  O18 0.971
21 O 1.530 -3.830 0.266  H22 0.963, H23 0.966
22 H 1.523 -2.887 0.460  O21 0.963
23 H 2.452 -4.109 0.337  O21 0.966
24 O 2.861 2.160 -1.350  H25 0.970, H26 0.975
25 H 3.445 1.634 -1.919  O24 0.970
26 H 3.217 1.826 -0.506  O24 0.975
27 O 1.923 -1.243 -1.038  H28 0.985, H29 0.964
28 H 2.884 -1.106 -0.869  O27 0.985
29 H 1.590 -1.116 -1.934  O27 0.964
30 O 3.838 -0.617 0.475  H31 0.985, H32 0.959
31 H 3.358 0.065 0.999  O30 0.985
32 H 4.776 -0.415 0.504  O30 0.959
33 O 0.101 -0.258 4.321  H34 0.970, H35 0.967
34 H 0.237 -0.667 5.190  O33 0.970
35 H 0.438 -0.983 3.777  O33 0.967
36 O -1.643 0.631 -1.852  H37 0.970, H38 0.977
37 H -1.695 1.478 -2.321  O36 0.970
38 H -2.481 0.136 -1.934  O36 0.977
39 O 0.322 -0.879 -3.651  H40 0.960, H41 0.959
40 H 0.956 -0.402 -4.191  O39 0.960
41 H -0.573 -0.768 -3.979  O39 0.959
42 O -1.060 3.477 -1.981  H43 0.974, H44 0.961
43 H -1.154 3.010 -1.132  O42 0.974
44 H -1.125 4.418 -1.799  O42 0.961
45 O -4.309 -1.041 0.448  H46 0.961, H47 0.970
46 H -3.353 -1.019 0.355  O45 0.961
47 H -4.303 -1.495 1.305  O45 0.970

Results of the natural (NBO) charge analysis, in e, for atoms 1 through 4:
1. O -0.687
2. C 0.530
3. N -0.616
4. C -0.148